# 1
C14H20O12 | ωB97M-V with the def2-TZVPD basis set

XYZ file:
```
46
Properties=species:S:1:pos:R:3:nbo_charge:R:1
C 2.90 -1.77 1.81 -0.1063
C 4.15 -2.59 1.53 -0.1027
O 3.63 -3.82 1.00 -0.4852
C 2.39 -3.59 0.55 0.9753
O 1.80 -4.26 -0.24 -0.5817
O 1.87 -2.48 1.14 -0.4938
H 2.98 -0.75 1.42 0.2144
H 2.66 -1.66 2.87 0.1850
H 4.79 -2.81 2.38 0.2025
H 4.81 -2.13 0.78 0.1942
C 0.52 -1.21 -1.92 -0.1015
C 0.48 -0.78 -3.38 -0.1041
O 1.12 0.52 -3.38 -0.4884
C 1.89 0.60 -2.26 0.9744
O 2.76 1.37 -2.06 -0.5494
O 1.57 -0.41 -1.40 -0.5048
H 0.75 -2.28 -1.87 0.2170
H -0.43 -1.04 -1.42 0.1701
H -0.51 -0.52 -3.78 0.1942
H 0.92 -1.44 -4.12 0.1918
C -0.19 -0.10 2.26 -0.6242
C -0.33 1.39 2.10 0.0590
C 0.13 2.29 3.24 -0.0907
O 0.62 3.44 2.55 -0.4991
C 0.95 3.09 1.28 0.9731
O 1.56 3.76 0.53 -0.5463
O 0.49 1.83 1.01 -0.4965
H -1.01 -0.55 2.81 0.2182
H 0.74 -0.35 2.77 0.2012
H -0.17 -0.58 1.28 0.2393
H -1.37 1.63 1.84 0.1897
H 0.92 1.89 3.87 0.1773
H -0.71 2.57 3.88 0.1964
C -4.52 0.62 -0.26 -0.6253
C -3.23 0.29 -0.97 0.0685
C -3.24 0.49 -2.50 -0.0923
O -2.25 1.48 -2.74 -0.4945
C -1.72 1.93 -1.58 0.9694
O -0.98 2.84 -1.48 -0.5420
O -2.23 1.24 -0.54 -0.5131
H -4.85 1.60 -0.62 0.2180
H -4.37 0.66 0.81 0.2283
H -5.31 -0.08 -0.54 0.2208
H -2.86 -0.72 -0.76 0.1836
H -4.19 0.83 -2.92 0.1962
H -2.93 -0.44 -2.98 0.1839
```

- Energy relative to the best compared isomer or geometry (same formula, charge and spin): 0.000 eV
- E_HOMO: -0.387 Ha
- Structure (SMILES): C[C@H]1COC(=O)O1.C[C@H]1COC(=O)O1.O=C1OCCO1.O=C1OCCO1
- Gap between HOMO and LUMO: 10.87 eV

=====

# 2
C39H58AlAsN7OSbSi3 | ωB97M-V with the def2-TZVPD basis set

XYZ file:
```
111
Properties=species:S:1:pos:R:3:lowdin_charge:R:1
Al -0.29 0.18 0.33 0.1789
N 2.78 4.38 -0.49 -0.0009
C 1.46 4.01 -1.00 -0.3694
N 1.62 1.43 0.05 -0.1128
C 2.15 1.76 1.35 -0.2384
N 1.13 1.49 2.49 0.0737
N -0.08 1.34 1.93 -0.0067
C -1.23 1.41 2.52 0.0374
C -2.29 1.64 1.56 -0.2148
C -3.54 2.14 1.89 0.0237
C -4.38 2.57 0.88 -0.0045
C -3.96 2.47 -0.44 -0.0214
C -2.72 1.92 -0.69 -0.1006
N -1.90 1.50 0.27 0.1014
C 3.01 2.97 1.61 -0.0508
C 3.60 3.00 2.88 -0.0361
C 4.59 3.87 3.25 -0.0675
C 5.04 4.80 2.33 -0.0611
C 4.39 4.90 1.12 -0.0202
C 3.34 4.04 0.74 -0.1914
H 3.08 5.30 -0.77 0.1296
H 1.33 4.62 -1.90 0.1242
H -1.35 1.48 3.60 0.1578
H -3.82 2.24 2.94 0.1336
H -5.35 2.99 1.11 0.1307
H -4.58 2.81 -1.25 0.1285
H -2.36 1.81 -1.71 0.1206
H 3.25 2.29 3.61 0.0853
H 5.02 3.81 4.25 0.1110
H 5.85 5.48 2.56 0.1161
H 4.68 5.67 0.43 0.1186
C 4.64 -1.20 -1.15 -0.3026
Sb 2.50 -1.44 -1.25 1.4820
C 1.71 -0.04 0.35 -0.3642
C 2.59 0.25 1.59 -0.3399
C 1.78 0.19 2.90 -0.1498
C 2.63 0.12 4.13 -0.0200
C 3.94 -0.05 4.01 -0.0299
C 4.58 -0.09 2.69 -0.1112
N 3.97 -0.03 1.57 0.1482
Si 1.74 2.22 -1.51 0.5645
C 0.35 1.34 -2.48 -0.1370
C 3.40 2.06 -2.38 -0.1458
C 0.31 4.34 -0.04 -0.0611
C 2.47 -3.64 -0.72 -0.5261
C 1.35 -4.00 0.19 -0.4492
C 0.85 -5.32 0.21 -0.0782
C 0.08 -5.76 1.26 -0.0591
C -0.26 -4.87 2.27 -0.0651
C 0.17 -3.57 2.13 -0.1657
N 0.94 -3.13 1.13 0.0933
Si 3.97 -4.39 0.29 0.5161
C 4.17 -3.41 1.89 -0.1539
C 5.55 -4.47 -0.74 -0.1621
C 3.62 -6.15 0.91 -0.1539
Si 2.33 -4.36 -2.51 0.4435
C 2.57 -6.23 -2.63 -0.1622
C 3.60 -3.54 -3.63 -0.1910
C 0.59 -3.92 -3.12 -0.1766
H 4.88 -0.14 -1.10 -0.0103
H 5.06 -1.62 -2.07 0.0025
H 5.06 -1.70 -0.29 -0.0215
H 1.02 -0.60 2.95 0.1329
H 2.13 0.11 5.09 0.1205
H 4.58 -0.17 4.88 0.1188
H 5.66 -0.24 2.64 0.1288
H 0.75 0.70 -3.27 0.0356
H -0.34 2.04 -2.94 0.0424
H -0.22 0.68 -1.81 -0.0199
H 3.45 1.19 -3.03 0.0252
H 4.22 1.99 -1.65 0.0355
H 3.60 2.94 -2.99 0.0452
H -0.65 4.12 -0.52 0.0658
H 0.33 5.40 0.22 0.0907
H 0.39 3.77 0.88 0.0576
H 1.12 -6.01 -0.58 0.0883
H -0.25 -6.79 1.31 0.1212
H -0.82 -5.19 3.14 0.1066
H -0.09 -2.82 2.88 0.0975
H 4.53 -2.41 1.70 -0.0132
H 4.88 -3.91 2.55 0.0481
H 3.22 -3.34 2.42 0.0288
H 5.78 -3.54 -1.26 0.0034
H 5.50 -5.27 -1.47 0.0381
H 6.38 -4.68 -0.07 0.0465
H 2.84 -6.17 1.66 0.0322
H 4.53 -6.54 1.37 0.0490
H 3.34 -6.86 0.12 0.0221
H 3.28 -6.62 -1.90 0.0106
H 2.98 -6.48 -3.62 0.0433
H 1.64 -6.79 -2.53 0.0362
H 4.62 -3.66 -3.25 0.0210
H 3.41 -2.48 -3.77 -0.0005
H 3.58 -4.01 -4.62 0.0453
H -0.16 -4.14 -2.35 -0.0066
H 0.34 -4.49 -4.01 0.0418
H 0.51 -2.86 -3.36 0.0094
C -2.61 -3.69 -1.14 -0.1559
As -2.84 -1.96 -0.33 1.1456
C -3.81 -2.06 1.33 -0.1549
C -3.94 -1.03 -1.61 -0.1674
O -1.42 -1.07 -0.12 -0.3455
H -3.53 -4.24 -0.92 0.0624
H -1.75 -4.23 -0.75 0.0265
H -2.52 -3.56 -2.22 0.0553
H -4.60 -2.80 1.21 0.0592
H -4.26 -1.09 1.52 0.0417
H -3.17 -2.34 2.15 0.0482
H -4.75 -1.69 -1.91 0.0628
H -3.33 -0.78 -2.48 0.0617
H -4.35 -0.11 -1.18 0.0239
```

- Energy relative to the best compared isomer or geometry (same formula, charge and spin): 5.928 eV
- E_HOMO: -0.433 Ha
- Net charge: +2
- Gap between HOMO and LUMO: 5.21 eV

=====

# 3
C35H57Ge2N9NaO3Si3 | ωB97M-V with the def2-TZVPD basis set

XYZ file:
```
110
Properties=species:S:1:pos:R:3:mulliken_spin:R:1
Na -0.69 -0.60 -0.06 0.0115
N -1.12 1.89 2.35 0.0085
N -1.62 1.14 3.44 0.0001
C -1.95 -0.19 3.16 -0.2263
N -2.59 -0.83 4.21 -0.0380
N -1.55 -0.72 2.04 0.0925
N -1.99 -1.92 1.64 -0.3869
O -1.48 -2.35 0.53 -0.1824
O -2.90 -2.60 2.26 -0.1944
H -0.18 1.59 2.10 -0.0295
H -1.07 2.86 2.64 0.0039
H -1.05 1.19 4.28 -0.0181
H -3.27 -0.24 4.67 -0.0126
H -2.96 -1.72 3.85 -0.0009
N 3.18 1.64 1.93 0.0017
N 1.87 1.18 1.59 -0.0207
H 3.84 1.41 1.18 0.0001
H 3.48 1.11 2.74 0.0010
H 1.89 0.23 1.21 -0.0278
H 1.51 1.76 0.84 0.1249
N -1.98 -3.10 -6.45 0.0000
C -3.00 -2.81 -5.57 0.0006
O -4.14 -3.19 -5.79 0.0001
C -2.61 -2.02 -4.37 0.0013
C -3.40 -2.10 -3.23 -0.0008
C -2.97 -1.45 -2.08 0.0088
N -1.87 -0.71 -2.03 -0.0241
C -1.14 -0.60 -3.14 -0.0633
C -1.47 -1.24 -4.32 0.0261
H -2.21 -3.79 -7.14 0.0001
H -1.04 -3.12 -6.08 -0.0001
H -4.29 -2.71 -3.23 0.0000
H -3.52 -1.54 -1.15 -0.0144
H -0.25 0.02 -3.06 0.0814
H -0.83 -1.10 -5.19 0.0022
C -0.45 -5.24 -0.60 -0.0056
Si 1.12 -4.47 -1.34 0.0083
C 0.65 -4.15 -3.17 -0.0004
C 2.32 -5.97 -1.45 0.0004
Ge 1.70 -2.39 -0.30 -0.0147
Si 3.81 -2.05 -1.43 0.0109
C 3.48 -1.35 -3.17 -0.0049
C 5.12 -3.41 -1.78 -0.0020
C 4.85 -0.66 -0.62 -0.0031
Si 2.55 -3.24 1.77 0.0070
C 3.23 -1.81 2.83 0.0000
C 3.92 -4.57 1.88 0.0009
C 1.12 -3.95 2.81 -0.0019
H -0.81 -6.09 -1.19 -0.0002
H -1.23 -4.49 -0.53 -0.0038
H -0.26 -5.60 0.42 -0.0006
H 0.20 -5.03 -3.65 -0.0002
H 1.52 -3.86 -3.76 -0.0001
H -0.07 -3.33 -3.20 0.0005
H 1.88 -6.79 -2.03 0.0001
H 2.56 -6.34 -0.46 -0.0003
H 3.26 -5.69 -1.93 0.0000
H 2.98 -2.10 -3.80 0.0017
H 4.41 -1.06 -3.67 0.0007
H 2.83 -0.47 -3.13 0.0210
H 4.69 -4.19 -2.41 -0.0002
H 5.47 -3.89 -0.86 0.0004
H 5.98 -2.99 -2.31 0.0000
H 4.24 0.24 -0.55 0.0078
H 5.73 -0.42 -1.22 0.0008
H 5.18 -0.93 0.38 0.0004
H 4.01 -1.27 2.30 -0.0004
H 3.65 -2.16 3.78 0.0001
H 2.43 -1.10 3.06 0.0006
H 4.83 -4.23 1.37 0.0000
H 3.60 -5.50 1.40 -0.0002
H 4.18 -4.80 2.92 -0.0001
H 0.36 -3.18 2.97 -0.0016
H 1.44 -4.33 3.78 0.0006
H 0.63 -4.77 2.27 -0.0030
C 0.06 1.74 -0.98 1.7732
Ge 0.97 3.26 -1.71 -0.1971
C 0.17 4.51 -3.08 0.0115
C -1.07 4.31 -3.68 0.0308
C -1.54 5.17 -4.67 0.0230
C -0.77 6.25 -5.07 -0.0007
C 0.47 6.47 -4.48 0.0019
C 0.93 5.61 -3.49 0.0199
C 1.24 4.58 -0.22 0.0012
C 2.44 5.01 0.34 -0.0032
C 2.45 5.84 1.46 0.0007
C 1.26 6.25 2.04 0.0028
C 0.06 5.83 1.49 0.0249
C 0.05 5.01 0.38 0.0856
C 2.67 2.88 -2.70 0.1068
C 2.50 2.51 -4.04 0.0035
C 3.57 2.15 -4.84 0.0166
C 4.86 2.15 -4.31 0.0019
C 5.05 2.50 -2.99 0.0045
C 3.96 2.86 -2.19 -0.0493
H -1.68 3.47 -3.37 0.0023
H -2.51 5.00 -5.12 0.0006
H -1.13 6.92 -5.85 -0.0002
H 1.07 7.32 -4.79 0.0002
H 1.89 5.79 -3.04 -0.0020
H 3.38 4.71 -0.09 -0.0015
H 3.40 6.16 1.88 -0.0003
H 1.27 6.88 2.92 0.0001
H -0.88 6.14 1.94 0.0006
H -0.89 4.67 -0.04 0.0049
H 1.50 2.52 -4.46 -0.0053
H 3.41 1.86 -5.87 0.0005
H 5.70 1.85 -4.92 0.0000
H 6.05 2.49 -2.57 -0.0004
H 4.14 3.09 -1.15 -0.0016
```

- Energy relative to the best compared isomer or geometry (same formula, charge and spin): 0.721 eV
- E_HOMO (alpha / beta): -0.062 / -0.015 Ha
- Multiplicity: 2
- Net charge: -2
- Gap between HOMO and LUMO (alpha / beta): 5.38 / 4.12 eV

=====

# 4
C38H26Cl5GeMnN4S | ωB97M-V with the def2-TZVPD basis set

XYZ file:
```
76
Properties=species:S:1:pos:R:3:lowdin_charge:R:1
Mn -0.16 -1.08 0.74 0.1065
N 1.38 0.50 4.33 0.1374
C 0.54 0.14 3.36 -0.6463
S 0.76 -1.60 2.81 1.1039
N -0.29 0.95 2.82 0.1015
N -0.89 0.46 1.69 -0.0303
C -1.97 1.01 1.24 -0.1142
C -2.67 2.13 1.88 -0.1852
C -2.91 3.30 1.17 -0.0305
C -3.57 4.35 1.79 -0.0467
C -4.02 4.22 3.10 -0.0448
C -3.79 3.04 3.80 -0.0458
C -3.11 2.00 3.20 -0.0199
C -2.46 0.38 -0.01 -0.1524
C -3.61 0.77 -0.67 0.0400
C -3.95 0.13 -1.86 0.0042
C -3.13 -0.86 -2.35 -0.0018
C -2.01 -1.23 -1.62 -0.0845
N -1.69 -0.64 -0.47 0.0408
H 1.87 -0.18 4.89 0.1105
H 1.40 1.46 4.62 0.1358
H -2.56 3.41 0.15 0.1251
H -3.74 5.27 1.25 0.1177
H -4.55 5.03 3.57 0.1187
H -4.14 2.94 4.82 0.1169
H -2.91 1.09 3.75 0.0969
H -4.23 1.55 -0.25 0.1278
H -4.85 0.42 -2.39 0.1304
H -3.35 -1.37 -3.28 0.1263
H -1.34 -2.01 -1.97 0.1070
Cl -1.33 -1.22 5.30 0.8088
C -1.83 -1.98 3.85 -0.6564
C -0.91 -2.24 2.83 -0.5156
C -1.34 -2.96 1.72 -0.6268
Cl -0.18 -3.39 0.46 0.8793
C -2.67 -3.36 1.56 -0.6839
Cl -3.16 -4.23 0.17 0.7798
C -3.59 -3.02 2.54 -0.6818
Cl -5.23 -3.44 2.35 0.7855
C -3.17 -2.34 3.70 -0.6832
Cl -4.30 -1.96 4.92 0.7809
C 0.96 -0.48 -0.11 -0.0946
Ge 2.37 -0.20 -1.55 1.0118
C 1.48 -1.21 -2.95 -0.2942
C 0.72 -0.55 -3.91 -0.1017
C -0.03 -1.27 -4.84 -0.0726
C -0.03 -2.66 -4.80 -0.0679
C 0.73 -3.33 -3.84 -0.0727
C 1.48 -2.61 -2.93 -0.1273
C 2.35 1.72 -1.82 -0.2930
C 2.85 2.26 -3.01 -0.1069
C 2.87 3.63 -3.20 -0.0617
C 2.38 4.48 -2.22 -0.0612
C 1.88 3.96 -1.04 -0.0732
C 1.87 2.58 -0.84 -0.1169
C 3.92 -1.04 -0.76 -0.2959
C 4.67 -1.98 -1.46 -0.1028
C 5.80 -2.55 -0.88 -0.0606
C 6.17 -2.19 0.41 -0.0588
C 5.42 -1.26 1.11 -0.0716
C 4.30 -0.69 0.53 -0.1189
H 0.71 0.53 -3.95 0.1012
H -0.60 -0.75 -5.59 0.1136
H -0.60 -3.22 -5.53 0.1140
H 0.75 -4.41 -3.83 0.1133
H 2.08 -3.14 -2.20 0.0984
H 3.24 1.61 -3.78 0.1102
H 3.26 4.04 -4.13 0.1153
H 2.40 5.55 -2.38 0.1143
H 1.50 4.62 -0.27 0.1085
H 1.47 2.19 0.09 0.0811
H 4.40 -2.26 -2.47 0.1026
H 6.39 -3.26 -1.44 0.1151
H 7.05 -2.63 0.85 0.1149
H 5.72 -0.97 2.11 0.1094
H 3.74 0.06 1.09 0.0971
```

- E_HOMO: -0.507 Ha
- Net charge: +2
- Gap between HOMO and LUMO: 7.30 eV

=====

# 5
CH3N2S | ωB97M-V with the def2-TZVPD basis set

XYZ file:
```
7
Properties=species:S:1:pos:R:3:nbo_charge:R:1
C 0.89 0.17 0.10 0.3495
N 1.43 -1.01 0.18 -0.6244
N -0.32 0.68 0.19 -0.6665
S 2.51 0.28 -0.03 0.6189
H 1.26 -1.62 -0.63 0.4240
H -1.11 0.06 0.24 0.4385
H -0.64 1.63 0.05 0.4599
```

- Energy relative to the best compared isomer or geometry (same formula, charge and spin): 0.076 eV
- E_HOMO: -0.553 Ha
- Net charge: +1
- Gap between HOMO and LUMO: 9.87 eV

=====

# 6
C3H4FN | ωB97M-V with the def2-TZVPD basis set

XYZ file:
```
9
Properties=species:S:1:pos:R:3:nbo_charge:R:1
C -0.08 0.68 2.70 0.0588
C -0.20 -0.77 -0.80 -0.5033
C 0.30 -0.09 -1.80 0.2475
N 0.58 1.50 2.25 -0.2880
F 0.17 1.25 -1.97 -0.3432
H -0.71 -0.34 0.13 0.2162
H -0.12 -1.78 -0.85 0.2091
H -0.83 -0.01 3.02 0.2304
H 0.89 -0.44 -2.66 0.1726
```

- Energy relative to the best compared isomer or geometry (same formula, charge and spin): 1.214 eV
- E_HOMO: -0.373 Ha
- Structure (SMILES): C=CF.C#N
- Gap between HOMO and LUMO: 11.10 eV

=====

# 7
C2H3CrO3 | ωB97M-V with the def2-TZVPD basis set

XYZ file:
```
9
Properties=species:S:1:pos:R:3:mulliken_spin:R:1
H -3.25 -0.68 -1.06 -0.1795
O 0.02 0.79 -1.14 0.0180
C 0.94 0.84 -0.35 0.0527
C 1.03 -0.06 0.85 0.1543
O 0.18 -0.90 1.20 -0.0099
O -1.06 -1.01 0.68 -0.0966
Cr -1.59 -0.41 -1.13 4.0413
H 1.80 1.51 -0.49 0.0099
H 1.94 -0.08 1.45 0.0098
```

- Energy relative to the best compared isomer or geometry (same formula, charge and spin): 4.403 eV
- E_HOMO (alpha / beta): -0.506 / -0.519 Ha
- Multiplicity: 5
- Net charge: +1
- Gap between HOMO and LUMO (alpha / beta): 5.89 / 6.33 eV

=====

# 8
C3H8NO2 | ωB97M-V with the def2-TZVPD basis set

XYZ file:
```
14
Properties=species:S:1:pos:R:3:nbo_charge:R:1
O 0.73 0.72 0.06 -0.5344
C 1.20 0.64 1.31 0.1868
O 2.36 -0.09 1.48 -0.6827
H 1.42 1.66 1.68 0.2322
H 3.10 0.31 1.00 0.4896
C -1.69 -0.54 -0.97 0.1102
C -0.58 -1.35 -0.67 -0.1350
N -1.50 0.72 -1.06 -0.5485
H -2.66 -0.95 -1.26 0.2571
H -0.67 -2.34 -0.24 0.2477
H 0.44 -1.02 -0.93 0.2825
H -2.14 1.29 -1.59 0.4444
H 0.48 0.17 2.00 0.1892
H -0.49 0.79 -0.79 0.4610
```

- Energy relative to the best compared isomer or geometry (same formula, charge and spin): 6.650 eV
- E_HOMO: -0.515 Ha
- Net charge: +1
- Gap between HOMO and LUMO: 5.61 eV

=====

# 9
C6H3N3O2S | ωB97M-V with the def2-TZVPD basis set

XYZ file:
```
15
Properties=species:S:1:pos:R:3:nbo_charge:R:1
C 0.23 -0.26 1.06 0.0229
C 0.63 -1.21 0.05 -0.1885
C 0.38 -1.12 -1.26 -0.2024
C -0.21 0.07 -1.67 0.0920
C -0.48 1.06 -0.70 0.0911
C -0.21 0.91 0.71 -0.1545
H 1.25 -2.02 0.58 0.2470
H 0.58 -1.94 -1.93 0.2449
H -0.55 1.66 1.53 0.2833
N 0.32 -0.53 2.52 0.5196
N -0.69 0.38 -2.83 -0.6090
N -0.99 2.20 -1.28 -0.5714
O 0.55 -1.65 3.03 -0.3610
O 0.31 0.53 3.12 -0.3567
S -1.12 1.91 -2.92 0.9426
```

- Energy relative to the best compared isomer or geometry (same formula, charge and spin): 1.178 eV
- E_HOMO: -0.361 Ha
- Gap between HOMO and LUMO: 8.47 eV

=====

# 10
C4H3Br | ωB97M-V with the def2-TZVPD basis set

XYZ file:
```
8
Properties=species:S:1:pos:R:3:nbo_charge:R:1
C -0.75 -1.00 1.50 -0.1963
C -1.05 -1.35 0.35 -0.2500
C 1.23 1.22 -1.50 -0.2445
C 0.76 0.40 -0.76 -0.2409
Br -0.83 0.04 3.03 0.2009
H -0.92 -1.09 -0.68 0.2621
H 0.91 2.11 -1.96 0.2311
H 0.65 -0.32 0.02 0.2375
```

- Energy relative to the best compared isomer or geometry (same formula, charge and spin): 3.145 eV
- E_HOMO: -0.376 Ha
- Structure (SMILES): C#CBr.C#C
- Gap between HOMO and LUMO: 10.30 eV